A structure of composition N2O10SSr5 in a non-equilibrium geometry, computed with the ωB97M-V functional and the def2-TZVPD basis.

XYZ file:
```
18
N2O10SSr5 the ωB97M-V functional and the def2-TZVPD basis
Sr 2.50 -1.51 -1.91
Sr -2.05 -2.21 -0.81
Sr 2.71 2.43 0.53
Sr -2.16 1.83 -3.50
Sr -1.79 0.50 2.79
N 3.94 -1.15 1.24
O 2.83 -0.72 0.72
O 4.40 -0.45 2.14
O 4.32 -2.24 0.80
N -3.79 0.26 0.44
O -3.42 -0.61 1.18
O -4.34 1.28 0.87
O -3.34 0.42 -0.75
S 0.03 0.45 -0.73
O 1.47 0.67 -0.65
O -0.70 0.67 0.55
O -0.54 1.31 -1.77
O -0.06 -0.92 -1.15
```

Properties
molecular weight	658.171	g mol⁻¹
total charge	+6
lowest unoccupied orbital energy	-0.69413	Eh
ΔE to the lowest compared entry with this formula, charge and spin	0.0	kcal/mol

Mulliken population analysis, charges in e, atoms 1 to 4:
1 Sr 1.685
2 Sr 1.857
3 Sr 1.944
4 Sr 2.091

---

An isolated molecule of C10H10N2S in a non-equilibrium geometry, computed with the ωB97M-V functional and the def2-TZVPD basis.

XYZ file:
```
23
C10H10N2S the ωB97M-V functional and the def2-TZVPD basis
C -3.03 2.38 0.12
C -2.58 0.91 -0.06
C -3.35 -0.24 -0.03
C -0.92 -0.59 0.01
C 1.55 -0.46 0.11
C 1.52 0.91 0.08
C 2.78 1.62 -0.16
C 3.93 0.90 -0.09
C 3.97 -0.57 0.02
C 2.78 -1.25 0.12
H -2.26 3.20 -0.37
H -2.74 2.60 1.30
H -4.23 2.55 -0.05
H -4.43 -0.50 -0.14
H 0.19 -2.15 0.45
H 0.58 1.38 0.22
H 2.92 2.69 -0.58
H 4.86 1.49 -0.37
H 4.98 -1.12 0.08
H 2.72 -2.32 0.29
N 0.34 -1.18 0.10
N -1.20 0.68 0.01
S -2.28 -1.63 -0.14
```

Properties
molecular weight	190.271	g mol⁻¹
lowest unoccupied orbital energy	0.02221	Eh
ΔE to the lowest compared entry with this formula, charge and spin	56.9	kcal/mol
SMILES string	Cc1csc(Nc2ccccc2)n1

Mulliken population analysis, charges in e, atoms 1 to 4:
1 C -0.900
2 C -0.065
3 C -0.246
4 C 0.337

---

A cluster of 2 separate species, C2H2N2O3 in total in a non-equilibrium geometry, computed with the ωB97M-V functional and the def2-TZVPD basis.

XYZ file:
```
9
C2H2N2O3 the ωB97M-V functional and the def2-TZVPD basis
C -1.73 0.90 -0.07
C 0.67 0.38 -0.44
N -2.84 1.02 0.07
N 0.14 -0.92 0.00
O -0.34 -1.67 -0.78
O 0.45 -1.25 1.18
O 1.51 0.80 0.41
H 0.54 0.73 -1.47
H 1.58 0.00 1.10
```

Properties
molecular weight	102.049	g mol⁻¹
lowest unoccupied orbital energy (spin up / spin down)	-0.10399 / -0.10403	Eh
ΔE to the lowest compared entry with this formula, charge and spin	161.0	kcal/mol

Mulliken population analysis, charges in e, atoms 1 to 4:
1 C -0.072
2 C 0.017
3 N -0.340
4 N 0.943

---

A structure of composition C24H22CrN4OS4Te, computed with the ωB97M-V functional and the def2-TZVPD basis.

XYZ file:
```
57
C24H22CrN4OS4Te the ωB97M-V functional and the def2-TZVPD basis
Cr 0.37 0.22 0.15
S -2.08 0.59 -0.10
C -2.32 -0.39 -1.56
C -3.35 -0.08 -2.44
C -3.58 -0.85 -3.57
C -2.76 -1.95 -3.81
C -1.73 -2.27 -2.94
C -1.49 -1.49 -1.80
S -0.19 -1.92 -0.71
C 3.12 -1.28 -1.34
C 3.41 -0.55 -0.25
C 4.74 -0.64 0.36
C 5.14 0.22 1.32
C 4.24 1.22 1.77
C 2.95 1.18 1.30
C 1.98 2.18 1.88
S 0.67 2.61 0.71
C 1.69 3.15 -0.65
C 2.50 4.26 -0.51
C 3.27 4.72 -1.57
C 3.20 4.05 -2.78
C 2.38 2.95 -2.93
C 1.60 2.46 -1.87
S 0.55 1.09 -2.11
N 2.48 0.31 0.39
H -3.97 0.78 -2.22
H -4.38 -0.59 -4.25
H -2.93 -2.57 -4.69
H -1.09 -3.11 -3.14
H 2.16 -1.24 -1.83
H 3.88 -1.94 -1.74
H 5.40 -1.41 -0.02
H 6.14 0.15 1.73
H 4.53 1.97 2.49
H 2.51 3.08 2.20
H 1.44 1.77 2.73
H 2.53 4.78 0.45
H 3.91 5.59 -1.44
H 3.80 4.39 -3.62
H 2.34 2.42 -3.88
C -2.06 0.55 4.87
N -1.10 -0.21 4.11
C -0.75 -1.49 4.52
C 0.18 -2.19 3.77
C 0.69 -1.63 2.62
N 0.24 -0.39 2.16
C -0.61 0.34 2.94
O -0.91 1.51 2.66
N 1.75 -2.29 1.94
H -2.75 -0.15 5.35
H -2.63 1.19 4.19
H -1.58 1.17 5.63
H -1.26 -1.88 5.39
H 0.53 -3.16 4.07
H 2.57 -1.68 1.92
H 1.54 -2.46 0.96
Te -3.70 -0.51 1.38
```

Properties
expectation value of S²	6.09
multiplicity	5
molecular weight	690.331	g mol⁻¹
total charge	-2
lowest unoccupied orbital energy (spin up / spin down)	0.16136 / 0.16017	Eh
ΔE to the lowest compared entry with this formula, charge and spin	1.5	kcal/mol

Mulliken population analysis, charges in e, atoms 1 to 4:
1 Cr 0.595
2 S -0.379
3 C 0.271
4 C -0.608

---

An isolated molecule of C23H29N3O2, computed with the ωB97M-V functional and the def2-TZVPD basis.

XYZ file:
```
57
C23H29N3O2 the ωB97M-V functional and the def2-TZVPD basis
C -2.72 -4.04 -1.45
C -2.42 -3.09 -0.33
C -3.36 -2.88 0.68
C -3.10 -1.98 1.70
C -1.90 -1.29 1.73
C -0.95 -1.51 0.73
C -1.22 -2.41 -0.29
H -0.48 -2.57 -1.06
N 0.24 -0.78 0.83
C 1.27 -0.72 -0.05
O 1.38 -1.38 -1.07
C 2.29 0.38 0.34
N 1.69 1.65 -0.04
C 0.70 2.22 0.67
O 0.39 1.86 1.79
C 0.02 3.37 -0.06
N -0.01 3.09 -1.49
H -0.40 3.90 -1.96
C -0.81 1.91 -1.83
C -2.01 1.66 -0.96
C -2.86 0.60 -1.27
C -3.97 0.33 -0.50
C -4.24 1.11 0.61
C -3.39 2.15 0.94
C -2.28 2.44 0.16
C -1.38 3.59 0.52
H -1.80 4.53 0.13
H -1.31 3.68 1.61
H -3.59 2.75 1.82
H -5.10 0.89 1.23
H -4.61 -0.50 -0.76
H -2.63 -0.01 -2.13
H -0.16 1.03 -1.76
H -1.11 2.00 -2.87
H 0.63 4.27 0.09
H 1.82 1.96 -0.99
C 3.62 0.18 -0.36
H 3.41 0.00 -1.42
H 4.21 1.10 -0.28
C 4.43 -1.00 0.19
C 5.55 -1.35 -0.78
H 6.13 -2.19 -0.40
H 6.22 -0.50 -0.91
H 5.15 -1.63 -1.75
C 5.01 -0.70 1.57
H 5.67 0.16 1.52
H 5.58 -1.55 1.93
H 4.22 -0.49 2.29
H 3.76 -1.86 0.27
H 2.41 0.39 1.43
H 0.25 -0.10 1.58
H -1.70 -0.58 2.52
H -3.83 -1.82 2.47
H -4.30 -3.42 0.66
H -3.19 -4.95 -1.07
H -3.40 -3.58 -2.16
H -1.81 -4.31 -1.98
```

Properties
molecular weight	379.504	g mol⁻¹
lowest unoccupied orbital energy	0.02631	Eh
ΔE to the lowest compared entry with this formula, charge and spin	0.0	kcal/mol
SMILES string	Cc1cccc(NC(=O)[C@@H](CC(C)C)NC(=O)[C@@H]2Cc3ccccc3CN2)c1

Mulliken population analysis, charges in e, atoms 1 to 4:
1 C -1.639
2 C 0.839
3 C -0.673
4 C -0.658

---

A cluster of 2 separate species, C2H4N4S in total in a non-equilibrium geometry, computed with the ωB97M-V functional and the def2-TZVPD basis.

XYZ file:
```
11
C2H4N4S the ωB97M-V functional and the def2-TZVPD basis
C 0.74 -1.48 -0.71
C 1.16 -0.95 0.54
N -0.43 -0.96 -1.00
N 0.23 -0.14 0.98
N -0.71 -0.17 0.04
N -1.77 0.52 0.16
S -0.46 3.34 0.00
H 1.24 -2.17 -1.36
H 2.06 -1.13 1.09
H -2.36 0.43 -0.67
H 0.30 2.73 0.91
```

Properties
molecular weight	116.149	g mol⁻¹
lowest unoccupied orbital energy (spin up / spin down)	-0.11658 / -0.11631	Eh
ΔE to the lowest compared entry with this formula, charge and spin	128.7	kcal/mol

Mulliken population analysis, charges in e, atoms 1 to 4:
1 C -0.129
2 C -0.122
3 N -0.733
4 N -0.622